Formula: C15H24F9N2OS
Source: OMol25
Level of theory: ωB97M-V with the def2-TZVPD basis set

Results
SMILES string: CCc1[nH]cc(CCC(F)(F)C(F)(F)S(F)(F)(F)(F)F)[n+]1CCCCCOC
Spin multiplicity: 1
HOMO (eV): -11.973
Charge: +1
Kohn-Sham gap (eV): 9.45

Structure (XYZ):
```
52
Properties=species:S:1:pos:R:3:forces:R:3:lowdin_charge:R:1
C 0.841668 -3.583157 3.117286 -0.029 0.017 -0.025 -0.06
C -0.388643 -2.756828 3.540829 0.101 0.057 -0.169 -0.13
C -0.256514 -1.312585 3.193859 0.308 0.190 0.250 -0.21
N 0.467312 -0.413301 3.876148 -0.137 -0.411 -0.135 0.16
C 0.409243 0.808035 3.253692 -0.337 0.450 -0.459 0.02
C -0.397094 0.666090 2.163104 0.600 -0.024 0.287 -0.15
C -0.831849 1.619962 1.097456 -0.138 -0.164 0.084 -0.09
C 0.027332 2.885013 0.991263 -0.013 0.186 0.002 -0.04
C 0.576620 3.102602 -0.408690 0.296 0.279 -0.356 -0.45
F 0.969596 4.394515 -0.554404 -0.128 -0.418 0.114 0.13
F -0.391917 2.856629 -1.328652 0.233 0.140 0.236 0.10
C 1.832269 2.194329 -0.667826 0.006 0.147 0.237 -0.39
F 1.529639 0.959921 -0.189645 0.279 0.257 -0.062 0.09
F 2.836613 2.693308 0.071782 -0.290 -0.312 -0.217 0.14
S 2.419400 1.959407 -2.467905 0.056 0.229 0.092 0.79
F 3.111117 0.586085 -2.067521 -0.061 0.118 0.016 -0.12
F 1.046887 1.179952 -2.743472 1.214 1.333 0.623 -0.20
F 1.733383 3.324679 -2.887316 0.088 -0.153 0.021 -0.11
F 3.775094 2.715457 -2.206771 -0.137 -0.021 -0.001 -0.11
F 2.831472 1.715856 -3.960565 -0.062 0.014 0.129 -0.09
N -0.773478 -0.669677 2.147669 -0.300 -0.173 0.144 0.05
C -1.628115 -1.293311 1.132976 -0.178 -0.056 -0.214 -0.09
C -0.854015 -2.170169 0.134714 0.023 -0.027 -0.078 -0.14
C -1.224417 -1.879054 -1.334522 0.075 -0.282 -0.117 -0.18
C -0.056636 -1.299972 -2.140617 -0.168 0.024 -0.015 -0.16
C -0.473685 -0.700751 -3.504765 0.121 -0.242 -0.373 -0.21
O -1.830790 -0.316872 -3.568349 -0.195 0.081 0.093 -0.18
C -2.051252 0.978745 -3.056879 -0.113 -0.082 -0.026 -0.10
H 1.646740 -3.495417 3.846320 0.009 0.050 -0.049 0.08
H 1.220044 -3.265071 2.144722 -0.038 -0.048 0.039 0.07
H 0.571396 -4.636419 3.044765 0.021 0.059 0.053 0.09
H -1.283255 -3.145535 3.053997 -0.002 0.041 0.070 0.11
H -0.537181 -2.831715 4.618891 -0.103 -0.049 -0.025 0.13
H 0.987175 -0.630837 4.711110 0.014 0.045 0.028 0.18
H 0.919257 1.681540 3.622065 -0.005 -0.117 0.086 0.14
H -1.874808 1.897855 1.274327 0.048 -0.017 -0.033 0.15
H -0.818226 1.082267 0.147210 -0.055 0.097 0.058 0.10
H -0.557952 3.779274 1.214466 0.047 -0.077 -0.011 0.15
H 0.874175 2.874852 1.675409 0.002 0.032 0.025 0.12
H -2.130135 -0.486342 0.601874 0.018 -0.023 0.125 0.12
H -2.406475 -1.851943 1.655618 0.054 0.043 -0.049 0.14
H -1.048931 -3.220963 0.361170 0.083 0.056 0.057 0.11
H 0.220448 -2.010731 0.280474 -0.090 0.004 -0.008 0.11
H -1.547539 -2.809941 -1.806471 -0.062 0.114 -0.037 0.12
H -2.086149 -1.213199 -1.389354 -0.008 0.022 0.021 0.10
H 0.641851 -2.117542 -2.338367 0.161 0.142 0.067 0.12
H 0.484972 -0.555596 -1.546669 -0.240 -0.260 -0.019 0.07
H 0.161998 0.163338 -3.733896 -0.772 -1.085 -0.494 0.10
H -0.317690 -1.433607 -4.298302 -0.195 -0.094 0.084 0.13
H -3.126963 1.156131 -3.064268 0.058 -0.016 0.001 0.10
H -1.677557 1.087960 -2.027754 -0.086 -0.083 -0.128 0.06
H -1.564431 1.736734 -3.680216 0.029 0.011 0.057 0.10
```
Positions in Å, forces in eV/Å.